1.
Entry from the OMol25 dataset: C33H45N3O4P3S2Se3TeTi as an isolated structure at a distorted geometry (the ωB97M-V functional and the def2-TZVPD basis).

## Properties
* ΔE to the lowest compared entry with this formula, charge and spin: 100.8 kcal per mole
* expectation value of S²: 0.7776
* spin multiplicity: 2
* total charge: -2
* HOMO-LUMO gap (spin up / spin down): 0.1774 / 0.1771 Eh

Element x y z (Å)
Te -4.859 1.882 -0.123
Se -2.055 0.382 1.667
Se -2.528 0.960 -0.478
Se -3.525 1.097 3.260
Ti -0.112 0.761 -0.390
S -0.423 1.732 -2.640
S -0.706 -1.510 -0.177
P -0.204 -0.238 -3.039
P 2.125 -0.487 0.435
P 1.120 -2.516 -0.364
O 1.725 1.143 0.382
O 0.074 -0.276 -4.695
O 2.564 0.869 5.077
O -1.790 -0.638 -3.167
N 2.763 2.384 2.906
N -3.379 5.000 2.311
N -0.229 2.960 0.523
C -1.959 4.619 0.380
C 2.215 -3.628 0.694
C 4.951 0.388 5.080
C 2.368 -0.075 6.097
C -0.383 3.005 1.855
C 3.671 -2.360 -3.610
C 6.304 1.435 3.397
C 2.614 -2.800 -2.822
C 2.239 -2.033 -1.728
C 3.916 1.851 3.438
C 2.811 3.472 1.985
C -0.961 3.852 -0.168
C 1.399 -0.648 2.216
C -1.311 3.781 2.509
C 3.892 -0.456 0.966
C 1.242 0.327 -5.216
C 4.312 -1.165 -3.304
C 3.273 4.578 -1.504
C -2.248 4.482 1.745
C 5.176 2.058 2.877
C 2.982 3.441 -2.263
C -3.457 -1.670 -4.507
C 3.827 1.005 4.567
C 3.171 4.549 -0.140
C 2.791 3.378 0.606
C 3.890 -0.389 -2.231
C 2.397 2.258 -0.222
C 0.269 -4.025 -1.114
C 2.519 2.317 -1.594
C 2.830 -0.812 -1.429
C -2.214 -1.895 -3.668
C 1.043 0.564 -6.702
C 6.199 0.599 4.494
H 4.332 0.440 0.522
H 1.431 1.286 -4.716
H 2.068 -1.351 2.729
H 5.244 2.706 2.013
H -4.226 -1.198 -3.894
H 2.872 0.223 7.024
H 1.891 1.114 -7.115
H 3.059 3.436 -3.343
H 2.913 -3.034 1.281
H 4.414 -1.327 0.567
H 1.992 2.371 3.556
H -0.447 -4.394 -0.375
H -2.438 -2.555 -2.821
H 1.597 -4.228 1.364
H 3.400 5.436 0.441
H -3.218 -1.011 -5.342
H 4.009 -0.404 2.046
H 0.264 2.354 2.425
H 3.049 4.443 2.418
H 7.075 0.112 4.907
H 1.333 0.253 2.820
H 3.586 5.491 -2.001
H -3.661 4.473 3.127
H 2.224 1.468 -2.180
H 5.152 -0.838 -3.908
H 1.294 -0.115 6.265
H 2.761 -4.287 0.019
H 7.268 1.611 2.935
H 4.868 -0.259 5.944
H 4.004 -2.956 -4.453
H 0.958 -4.840 -1.358
H 2.720 -1.068 5.801
H 2.110 -0.317 -5.043
H -1.431 3.699 3.580
H -1.420 -2.351 -4.271
H -4.142 5.079 1.655
H 0.416 -1.117 2.185
H 0.947 -0.386 -7.230
H 0.130 1.139 -6.860
H -3.835 -2.619 -4.896
H -2.584 5.232 -0.256
H 2.108 -3.731 -3.049
H 4.399 0.546 -2.024
H -0.751 3.911 -1.228
H -0.300 -3.752 -2.003

Löwdin atomic charges, in units of e: number 1, Te, carries 0.031; number 2, Se, carries -0.140; number 3, Se, carries -0.189; number 4, Se, carries -0.195; number 5, Ti, carries 0.128; number 6, S, carries 0.385; number 7, S, carries 0.251; number 8, P, carries 0.473; number 9, P, carries 0.677; number 10, P, carries 0.438; number 11, O, carries -0.411; number 12, O, carries -0.378; number 13, O, carries -0.104; number 14, O, carries -0.459; number 15, N, carries 0.030; number 16, N, carries 0.116; number 17, N, carries -0.051; number 18, C, carries -0.038; number 19, C, carries -0.207; number 20, C, carries -0.054; number 21, C, carries -0.097; number 22, C, carries -0.209; number 23, C, carries -0.116; number 24, C, carries -0.121; number 25, C, carries -0.094; number 26, C, carries -0.411; number 27, C, carries -0.210; number 28, C, carries -0.166; number 29, C, carries -0.188; number 30, C, carries -0.235; number 31, C, carries -0.060; number 32, C, carries -0.165; number 33, C, carries -0.351; number 34, C, carries -0.105; number 35, C, carries -0.144; number 36, C, carries -0.354; number 37, C, carries -0.038; number 38, C, carries -0.143; number 39, C, carries -0.076; number 40, C, carries -0.235; number 41, C, carries -0.081; number 42, C, carries -0.204; number 43, C, carries -0.097; number 44, C, carries -0.233; number 45, C, carries -0.307; number 46, C, carries -0.157; number 47, C, carries -0.297; number 48, C, carries -0.331; number 49, C, carries -0.085; number 50, C, carries -0.135; number 51, H, carries 0.053; number 52, H, carries 0.082; number 53, H, carries 0.029; number 54, H, carries 0.108; number 55, H, carries 0.080; number 56, H, carries 0.088; number 57, H, carries 0.068; number 58, H, carries 0.076; number 59, H, carries 0.014; number 60, H, carries 0.051; number 61, H, carries 0.106; number 62, H, carries 0.028; number 63, H, carries 0.105; number 64, H, carries 0.042; number 65, H, carries 0.091; number 66, H, carries 0.074; number 67, H, carries 0.034; number 68, H, carries 0.084; number 69, H, carries 0.089; number 70, H, carries 0.082; number 71, H, carries 0.016; number 72, H, carries 0.084; number 73, H, carries 0.072; number 74, H, carries 0.036; number 75, H, carries 0.093; number 76, H, carries 0.095; number 77, H, carries 0.038; number 78, H, carries 0.090; number 79, H, carries 0.092; number 80, H, carries 0.090; number 81, H, carries 0.025; number 82, H, carries 0.092; number 83, H, carries 0.098; number 84, H, carries 0.097; number 85, H, carries 0.102; number 86, H, carries 0.075; number 87, H, carries -0.032; number 88, H, carries 0.068; number 89, H, carries 0.074; number 90, H, carries 0.066; number 91, H, carries 0.107; number 92, H, carries 0.091; number 93, H, carries 0.101; number 94, H, carries 0.069; number 95, H, carries 0.016

2.
Entry from the OMol25 dataset: an isolated ion of composition C5H14N and charge +1 at a distorted geometry (the ωB97M-V functional and the def2-TZVPD basis).

## Properties
* SMILES: CC[C@H](C)C[NH3+]
* ΔE to the lowest compared entry with this formula, charge and spin: 3.2 kcal per mole
* spin multiplicity: 1
* total charge: +1
* HOMO-LUMO gap: 0.4253 Eh

Element x y z (Å)
N 1.383 -0.459 2.107
C -0.194 0.083 0.175
C -1.755 0.369 -1.853
C 0.686 1.268 -0.231
C 0.601 -1.016 0.894
C -0.865 -0.561 -1.029
H 0.755 -0.404 2.907
H -1.291 1.317 -2.126
H 1.263 1.708 0.579
H -2.673 0.639 -1.339
H 1.429 0.928 -0.961
H -0.046 -1.759 1.344
H -0.932 0.406 0.922
H 2.154 -1.084 2.344
H -2.017 -0.137 -2.782
H 1.358 -1.450 0.247
H 1.773 0.460 1.902
H -0.163 -0.983 -1.729
H 0.053 2.012 -0.690
H -1.519 -1.337 -0.681

Löwdin atomic charges, in units of e: number 1, N, carries 0.203; number 2, C, carries -0.376; number 3, C, carries -0.084; number 4, C, carries -0.043; number 5, C, carries -0.096; number 6, C, carries -0.227; number 7, H, carries 0.171; number 8, H, carries 0.068; number 9, H, carries 0.066; number 10, H, carries 0.083; number 11, H, carries 0.106; number 12, H, carries 0.135; number 13, H, carries 0.151; number 14, H, carries 0.171; number 15, H, carries 0.085; number 16, H, carries 0.139; number 17, H, carries 0.139; number 18, H, carries 0.118; number 19, H, carries 0.080; number 20, H, carries 0.112

3.
Entry from the OMol25 dataset: a 2-piece molecular cluster, C18H21ClN2O7S overall at a distorted geometry (the ωB97M-V functional and the def2-TZVPD basis).

## Properties
* ΔE to the lowest compared entry with this formula, charge and spin: 143.9 kcal per mole
* spin multiplicity: 1
* total charge: 0
* HOMO-LUMO gap: 0.1467 Eh

Element x y z (Å)
Cl 3.608 -0.346 4.085
S 2.915 -2.176 3.456
O 2.271 -2.844 4.541
O 0.801 -4.116 -3.872
O 1.025 -1.793 -1.372
O 1.075 -2.309 -5.036
O 4.016 -2.826 2.828
O 2.600 -2.936 -3.633
O 1.132 0.189 -0.344
N 1.507 -3.134 -4.196
N -3.695 -1.270 -0.611
C -0.738 4.020 -2.543
C 0.392 3.153 -0.161
C -3.060 -0.841 0.495
C 1.721 -1.710 2.192
C -1.052 -0.275 1.808
C 0.010 2.856 -2.510
C -0.791 -1.463 2.757
C 0.584 2.402 -1.323
C 0.502 -0.910 -0.812
C 1.022 2.798 1.168
C -0.961 4.747 -1.386
C -3.031 -1.603 -1.725
C 0.363 -2.393 2.381
C -0.978 -1.018 -0.653
C 1.407 1.148 -1.410
C -0.390 4.305 -0.201
C -1.663 -1.482 -1.772
C -1.683 -0.714 0.515
H -3.646 -0.596 1.365
H 1.651 1.916 1.138
H -1.552 5.650 -1.370
H 0.110 -2.926 1.466
H -0.711 -1.083 3.773
H -3.585 -1.955 -2.579
H -1.697 -2.074 2.735
H -1.110 -1.752 -2.662
H 0.148 2.321 -3.441
H -1.162 4.380 -3.469
H 0.229 2.631 1.896
H 2.468 1.382 -1.385
H -1.774 0.378 2.298
H -4.701 -1.358 -0.566
H -0.163 0.321 1.658
H 0.429 -3.152 3.156
H 1.220 0.645 -2.355
H 1.684 -0.627 2.161
H 1.625 3.622 1.542
H 2.165 -2.044 1.259
H -0.538 4.863 0.713

Löwdin atomic charges, in units of e: number 1, Cl, carries 0.372; number 2, S, carries 0.355; number 3, O, carries -0.330; number 4, O, carries -0.107; number 5, O, carries 0.244; number 6, O, carries -0.117; number 7, O, carries -0.320; number 8, O, carries -0.086; number 9, O, carries -0.019; number 10, N, carries -0.661; number 11, N, carries 0.111; number 12, C, carries -0.083; number 13, C, carries -0.211; number 14, C, carries 0.030; number 15, C, carries -0.256; number 16, C, carries -0.123; number 17, C, carries -0.032; number 18, C, carries -0.158; number 19, C, carries -0.155; number 20, C, carries -0.470; number 21, C, carries -0.032; number 22, C, carries -0.078; number 23, C, carries 0.009; number 24, C, carries -0.192; number 25, C, carries 0.005; number 26, C, carries -0.062; number 27, C, carries -0.049; number 28, C, carries 0.090; number 29, C, carries -0.104; number 30, H, carries 0.151; number 31, H, carries 0.063; number 32, H, carries 0.103; number 33, H, carries 0.121; number 34, H, carries 0.125; number 35, H, carries 0.150; number 36, H, carries 0.115; number 37, H, carries 0.150; number 38, H, carries 0.120; number 39, H, carries 0.104; number 40, H, carries 0.078; number 41, H, carries 0.149; number 42, H, carries 0.123; number 43, H, carries 0.181; number 44, H, carries 0.084; number 45, H, carries 0.107; number 46, H, carries 0.136; number 47, H, carries 0.062; number 48, H, carries 0.089; number 49, H, carries 0.105; number 50, H, carries 0.113

4.
Entry from the OMol25 dataset: one molecule with the formula C2H4NO2P at a distorted geometry (the ωB97M-V functional and the def2-TZVPD basis).

## Properties
* ΔE to the lowest compared entry with this formula, charge and spin: 126.2 kcal per mole
* spin multiplicity: 1
* total charge: 0
* HOMO-LUMO gap (spin up / spin down): 0.3711 / 0.2887 Eh

Element x y z (Å)
P 2.880 0.515 0.024
O 2.955 -0.999 -0.615
O 1.409 1.247 -0.184
N 2.488 -0.861 0.746
C 0.237 0.752 0.360
C -0.052 -0.650 0.025
H 0.257 0.806 1.409
H -0.559 1.426 -0.001
H 0.008 -1.157 -0.980
H -0.749 -1.106 0.737

Löwdin atomic charges, in units of e: number 1, P, carries 0.808; number 2, O, carries -0.329; number 3, O, carries -0.376; number 4, N, carries -0.134; number 5, C, carries -0.386; number 6, C, carries 0.040; number 7, H, carries 0.095; number 8, H, carries 0.132; number 9, H, carries 0.088; number 10, H, carries 0.062

5.
Entry from the OMol25 dataset: a 5-piece molecular cluster, C3H18NO6 overall at a distorted geometry (the ωB97M-V functional and the def2-TZVPD basis).

## Properties
* ΔE to the lowest compared entry with this formula, charge and spin: 37.7 kcal per mole
* spin multiplicity: 1
* total charge: +1
* HOMO-LUMO gap: 0.3938 Eh

Element x y z (Å)
O -2.882 -0.272 2.319
O 2.395 1.016 0.927
O -0.466 1.839 -0.512
O -0.236 0.039 -2.632
O 1.007 -2.911 -0.594
O 2.672 0.203 -2.024
N 0.234 -0.346 0.443
C -1.469 -0.252 2.181
C -1.606 1.398 0.205
C -1.209 -0.065 0.672
H -1.236 0.676 2.773
H 2.852 0.908 -2.659
H 0.429 0.048 -0.532
H 3.258 0.982 1.345
H 3.528 -0.219 -1.880
H 0.707 -3.759 -0.234
H -1.756 -0.888 0.242
H -3.249 -1.148 2.462
H -1.731 2.113 1.004
H 0.692 -0.125 -2.887
H 0.779 0.311 1.062
H -2.450 1.352 -0.480
H -0.457 -0.906 -2.593
H 0.499 -1.311 0.694
H -0.538 1.889 -1.477
H -0.993 -1.145 2.572
H 2.378 1.153 -0.049
H 1.732 -3.253 -1.145

Löwdin atomic charges, in units of e: number 1, O, carries -0.048; number 2, O, carries -0.054; number 3, O, carries -0.099; number 4, O, carries -0.045; number 5, O, carries -0.054; number 6, O, carries -0.041; number 7, N, carries 0.152; number 8, C, carries -0.210; number 9, C, carries -0.119; number 10, C, carries -0.235; number 11, H, carries 0.149; number 12, H, carries 0.076; number 13, H, carries 0.122; number 14, H, carries 0.071; number 15, H, carries 0.071; number 16, H, carries 0.063; number 17, H, carries 0.146; number 18, H, carries 0.100; number 19, H, carries 0.129; number 20, H, carries 0.035; number 21, H, carries 0.122; number 22, H, carries 0.136; number 23, H, carries 0.066; number 24, H, carries 0.136; number 25, H, carries 0.092; number 26, H, carries 0.124; number 27, H, carries 0.048; number 28, H, carries 0.066

6.
Entry from the OMol25 dataset: a 4-piece molecular cluster, CH10NO3 overall (the ωB97M-V functional and the def2-TZVPD basis).

## Properties
* ΔE to the lowest compared entry with this formula, charge and spin: 3.4 kcal per mole
* spin multiplicity: 1
* total charge: +1
* HOMO-LUMO gap: 0.3851 Eh

Element x y z (Å)
O 2.998 -1.986 -1.901
O 0.865 -0.899 -0.195
O -3.218 1.318 -0.121
N -0.263 0.629 1.725
C -0.357 1.714 1.069
H -0.159 -0.229 1.190
H -0.107 0.666 2.725
H -3.714 1.623 -0.889
H 2.973 -2.859 -1.501
H -3.695 0.532 0.166
H -0.383 1.624 -0.003
H 1.669 -0.935 -0.741
H -0.464 2.636 1.625
H 0.541 -1.800 -0.344
H 3.314 -2.034 -2.805

Löwdin atomic charges, in units of e: number 1, O, carries -0.039; number 2, O, carries -0.057; number 3, O, carries -0.058; number 4, N, carries 0.195; number 5, C, carries 0.151; number 6, H, carries 0.096; number 7, H, carries 0.159; number 8, H, carries 0.051; number 9, H, carries 0.054; number 10, H, carries 0.044; number 11, H, carries 0.114; number 12, H, carries 0.034; number 13, H, carries 0.128; number 14, H, carries 0.069; number 15, H, carries 0.059